Formula: C32H51N5O6PtS2SbSi3
Source: OMol25
Level of theory: wB97M-V/def2-TZVPD

orbital gap (spin up / spin down): 7.619 / 6.227 eV
highest occupied orbital energy (spin up / spin down): -10.30 / -10.40 eV
total charge: +1
F_max: 1.09 eV Å⁻¹
multiplicity: 3
electronic energy: -3999.40182 Ha

The geometry in XYZ format:
```
101
Properties=species:S:1:pos:R:3:nbo_charge:R:1
Pt -0.064 0.447 -0.496 0.8785
O -0.524 1.083 3.695 -0.9398
S 0.399 1.097 2.592 2.3268
O 0.498 2.288 1.783 -0.9892
N 0.115 -0.127 1.568 -0.9697
C -0.687 -1.245 1.890 0.1360
C -0.941 -1.746 3.146 -0.2364
C -1.675 -2.938 3.328 -0.1665
C -2.163 -3.645 2.270 -0.2139
C -1.950 -3.153 0.963 -0.0870
C -2.450 -3.802 -0.189 -0.0883
C -2.243 -3.267 -1.428 -0.2707
C -1.536 -2.060 -1.527 0.0717
N -1.051 -1.440 -0.476 -0.4837
C -1.230 -1.956 0.781 0.1916
C 2.027 0.795 3.210 -0.2736
C 2.343 -0.454 3.734 -0.2149
C 3.627 -0.687 4.200 -0.2063
C 4.579 0.324 4.147 -0.1802
C 4.251 1.569 3.633 -0.1959
C 2.970 1.812 3.155 -0.2205
H -0.586 -1.210 4.012 0.2460
H -1.842 -3.294 4.336 0.2298
H -2.713 -4.567 2.409 0.2264
H -3.001 -4.727 -0.071 0.2308
H -2.618 -3.740 -2.324 0.2397
H -1.363 -1.593 -2.489 0.2086
H 1.602 -1.243 3.763 0.2261
H 3.887 -1.657 4.603 0.2277
H 5.585 0.135 4.500 0.2291
H 4.997 2.352 3.597 0.2250
H 2.696 2.772 2.739 0.2417
C 4.701 5.976 -4.337 -0.6139
C 5.838 4.974 -4.477 -0.6673
S 5.307 3.280 -4.602 2.1807
O 6.292 2.550 -5.357 -0.9326
O 3.916 3.240 -5.005 -0.9690
C 5.353 2.675 -2.933 -0.6885
C 5.033 1.172 -2.968 -0.2191
N 4.177 0.750 -1.851 -0.3165
C 2.845 0.559 -1.949 0.4212
N 2.335 0.116 -0.798 -0.5544
C 3.380 0.022 0.078 -0.0004
C 4.511 0.403 -0.559 0.1291
N 5.834 0.519 -0.023 0.5301
O 6.049 -0.026 1.035 -0.3401
O 6.654 1.134 -0.687 -0.3993
C 2.090 0.760 -3.216 -0.6774
H 5.102 6.987 -4.406 0.2311
H 4.196 5.876 -3.378 0.2075
H 3.963 5.839 -5.124 0.2374
H 6.528 5.004 -3.632 0.2405
H 6.419 5.120 -5.389 0.2640
H 4.590 3.237 -2.388 0.2435
H 6.335 2.858 -2.503 0.2661
H 5.949 0.594 -2.956 0.2565
H 4.489 0.913 -3.872 0.2389
H 3.275 -0.322 1.094 0.2539
H 2.247 -0.081 -3.897 0.2480
H 2.382 1.673 -3.735 0.2653
H 1.027 0.808 -2.985 0.2308
C -0.254 5.217 0.945 -1.1525
Si -0.330 4.637 -0.811 1.4428
C -1.251 5.858 -1.857 -1.1389
C 1.344 4.238 -1.510 -1.1451
Sb -1.612 2.415 -0.942 -0.2234
Si -2.596 2.050 -3.303 1.3969
C -3.436 3.600 -3.898 -1.1313
C -1.245 1.591 -4.488 -1.1354
C -3.799 0.639 -3.139 -1.1362
Si -3.646 2.650 0.624 1.4433
C -4.674 1.127 0.399 -1.1384
C -4.542 4.186 0.098 -1.1383
C -3.009 2.823 2.346 -1.1484
H 0.682 5.754 1.117 0.2536
H -0.301 4.389 1.655 0.2804
H -1.081 5.904 1.140 0.2452
H -0.720 6.815 -1.825 0.2548
H -2.258 6.023 -1.466 0.2477
H -1.335 5.553 -2.901 0.2417
H 2.011 5.098 -1.413 0.2465
H 1.276 3.969 -2.567 0.2435
H 1.783 3.398 -0.961 0.2453
H -2.705 4.329 -4.253 0.2455
H -4.043 4.073 -3.127 0.2427
H -4.094 3.355 -4.739 0.2547
H -0.438 2.326 -4.509 0.2463
H -1.674 1.536 -5.493 0.2560
H -0.817 0.612 -4.258 0.2332
H -4.787 0.995 -2.841 0.2493
H -3.472 -0.098 -2.402 0.2402
H -3.902 0.136 -4.106 0.2512
H -5.222 1.153 -0.544 0.2431
H -5.401 1.056 1.213 0.2568
H -4.059 0.224 0.418 0.2452
H -4.730 4.224 -0.976 0.2379
H -3.979 5.078 0.382 0.2457
H -5.511 4.229 0.606 0.2576
H -2.417 1.960 2.664 0.2731
H -3.852 2.934 3.035 0.2535
H -2.373 3.707 2.437 0.2494
```